ORCA calculation (ωB97M-V/def2-TZVPD) on C40H63ClGeN10V as an isolated structure in a non-equilibrium geometry.

Atoms and positions in Å:
V1 0.179 -0.491 0.255
C1 2.161 3.517 0.551
N1 1.633 2.178 0.844
C2 2.104 1.116 -0.019
C3 0.725 1.910 1.850
N2 0.270 0.709 2.039
C4 -0.867 0.459 2.971
C5 -1.673 -0.791 2.516
N3 -0.836 -1.784 1.829
C6 -1.607 -2.865 1.128
C7 -1.661 -2.680 -0.396
N4 -0.350 -2.223 -0.877
C8 0.054 -2.445 -2.090
N5 -0.736 -2.763 -3.173
C9 -0.329 -3.829 -4.078
C10 -2.077 -2.201 -3.288
N6 1.380 -2.282 -2.389
C11 1.859 -1.725 -3.648
C12 2.415 -2.670 -1.440
C13 0.170 -2.376 2.768
C14 1.515 -2.756 2.144
N7 2.430 -1.616 1.909
C15 3.608 -1.728 2.401
N8 4.224 -2.931 2.703
C16 4.196 -4.013 1.745
C17 4.440 -3.286 4.093
N9 4.391 -0.616 2.750
C18 5.831 -0.624 2.601
C19 3.832 0.707 2.736
N10 0.387 3.056 2.601
C20 0.786 3.054 3.992
C21 -0.878 3.702 2.226
H1 3.225 3.436 0.361
H2 1.664 3.948 -0.324
H3 2.008 4.173 1.403
H4 2.857 1.569 -0.666
H5 2.480 0.278 0.544
H6 1.326 0.783 -0.727
H7 -0.489 0.312 3.985
H8 -1.539 1.319 3.000
H9 -2.168 -1.237 3.386
H10 -2.437 -0.489 1.809
H11 -1.079 -3.798 1.311
H12 -2.602 -2.931 1.558
H13 -1.903 -3.654 -0.841
H14 -2.425 -1.936 -0.635
H15 0.629 -4.237 -3.737
H16 -1.031 -4.655 -4.045
H17 -0.248 -3.480 -5.105
H18 -2.175 -1.410 -2.553
H19 -2.213 -1.744 -4.271
H20 -2.860 -2.953 -3.138
H21 1.034 -1.322 -4.224
H22 2.592 -0.934 -3.443
H23 2.363 -2.495 -4.242
H24 1.976 -3.387 -0.736
H25 3.196 -3.202 -1.979
H26 2.863 -1.830 -0.894
H27 0.355 -1.681 3.595
H28 -0.254 -3.269 3.235
H29 1.967 -3.476 2.839
H30 1.316 -3.337 1.235
H31 4.021 -3.601 0.745
H32 5.165 -4.527 1.766
H33 3.400 -4.735 1.945
H34 4.542 -2.403 4.723
H35 3.597 -3.883 4.474
H36 5.355 -3.880 4.193
H37 6.250 -1.594 2.879
H38 6.151 -0.411 1.570
H39 6.274 0.130 3.259
H40 2.755 0.657 2.907
H41 4.288 1.304 3.530
H42 4.018 1.228 1.782
H43 1.782 2.608 4.088
H44 0.828 4.067 4.365
H45 0.101 2.487 4.635
H46 -1.285 3.229 1.325
H47 -1.622 3.590 3.017
H48 -0.766 4.763 2.029
Cl1 0.631 -5.273 0.073
C22 -0.918 0.505 -0.479
Ge1 -2.184 1.512 -1.373
C23 -1.975 1.382 -3.304
C24 -0.758 0.948 -3.860
C25 -0.567 0.985 -5.240
C26 -1.585 1.422 -6.079
C27 -2.798 1.840 -5.548
C28 -2.977 1.821 -4.173
C29 -2.063 3.432 -1.077
C30 -3.063 4.208 -0.466
C31 -2.868 5.571 -0.244
C32 -1.705 6.187 -0.667
C33 -0.725 5.451 -1.329
C34 -0.901 4.092 -1.493
C35 -3.957 0.914 -0.797
C36 -4.271 1.035 0.560
C37 -5.460 0.552 1.083
C38 -6.346 -0.116 0.255
C39 -6.023 -0.318 -1.084
C40 -4.845 0.206 -1.608
H49 0.035 0.585 -3.229
H50 0.377 0.670 -5.661
H51 -1.441 1.462 -7.157
H52 -3.574 2.198 -6.202
H53 -3.937 2.166 -3.770
H54 -3.981 3.761 -0.126
H55 -3.618 6.146 0.278
H56 -1.585 7.252 -0.516
H57 0.162 5.957 -1.676
H58 -0.117 3.520 -1.966
H59 -3.576 1.526 1.252
H60 -5.670 0.682 2.136
H61 -7.259 -0.534 0.669
H62 -6.693 -0.892 -1.711
H63 -4.623 0.045 -2.652

Computed properties:
spin multiplicity	2
frontier orbital gap (alpha / beta)	7.3 / 7.3	eV
charge	0
max |F|	0.03053	Eh/bohr

=====

ORCA calculation (ωB97M-V/def2-TZVPD) on C40H63GeN10Ti as an isolated structure in a non-equilibrium geometry.

Atoms and positions in Å:
Ti1 -0.205 0.916 0.105
C1 -4.144 -2.245 2.215
N1 -3.995 -0.876 1.769
C2 -5.255 -0.179 1.580
C3 -3.019 -0.487 0.828
N2 -2.190 0.459 1.110
C4 -2.232 1.044 2.448
C5 -0.824 1.388 2.912
N3 -0.086 2.132 1.865
C6 -0.698 3.464 1.590
C7 -1.658 3.516 0.392
N4 -1.162 2.743 -0.743
C8 -1.523 3.052 -1.950
N5 -0.972 2.380 -3.009
C9 0.260 1.630 -2.923
C10 -1.687 2.237 -4.267
N6 -2.458 4.026 -2.243
C11 -3.798 3.949 -1.694
C12 -2.267 4.971 -3.323
C13 1.354 2.240 2.208
C14 2.155 2.754 1.025
N7 1.985 1.898 -0.151
C15 3.008 1.855 -0.959
N8 3.199 0.836 -1.849
C16 2.959 -0.552 -1.515
C17 3.928 1.026 -3.084
N9 3.969 2.846 -1.030
C18 5.366 2.515 -0.859
C19 3.618 4.245 -1.009
N10 -3.015 -1.022 -0.437
C20 -2.261 -0.336 -1.461
C21 -3.348 -2.410 -0.736
H1 -4.573 -2.227 3.220
H2 -3.172 -2.729 2.283
H3 -4.811 -2.843 1.582
H4 -5.838 -0.233 2.500
H5 -5.856 -0.601 0.764
H6 -5.067 0.872 1.362
H7 -2.684 0.351 3.165
H8 -2.862 1.941 2.439
H9 -0.259 0.471 3.093
H10 -0.863 1.992 3.830
H11 0.113 4.171 1.414
H12 -1.230 3.804 2.487
H13 -1.796 4.570 0.115
H14 -2.636 3.137 0.701
H15 1.132 2.232 -3.198
H16 0.197 0.764 -3.581
H17 0.507 1.254 -1.915
H18 -2.728 2.513 -4.135
H19 -1.651 1.192 -4.577
H20 -1.257 2.847 -5.065
H21 -3.871 3.116 -1.003
H22 -4.523 3.780 -2.499
H23 -4.074 4.868 -1.170
H24 -1.230 4.951 -3.649
H25 -2.489 5.978 -2.964
H26 -2.910 4.767 -4.184
H27 1.685 1.232 2.475
H28 1.476 2.909 3.071
H29 3.207 2.812 1.330
H30 1.848 3.781 0.801
H31 3.911 -1.068 -1.360
H32 2.434 -1.047 -2.337
H33 2.343 -0.615 -0.616
H34 4.915 0.554 -3.044
H35 4.051 2.084 -3.298
H36 3.373 0.557 -3.900
H37 5.711 2.743 0.155
H38 5.982 3.077 -1.565
H39 5.522 1.456 -1.040
H40 2.561 4.360 -1.232
H41 4.186 4.769 -1.784
H42 3.827 4.732 -0.050
H43 -2.658 0.667 -1.635
H44 -2.294 -0.903 -2.393
H45 -1.174 -0.333 -1.196
H46 -3.486 -2.993 0.167
H47 -2.513 -2.860 -1.274
H48 -4.248 -2.475 -1.352
C22 0.351 -0.678 0.583
Ge1 0.823 -2.489 0.945
C23 0.788 -3.623 -0.640
C24 1.225 -4.946 -0.616
C25 1.158 -5.743 -1.748
C26 0.649 -5.229 -2.933
C27 0.215 -3.914 -2.980
C28 0.290 -3.124 -1.841
C29 2.632 -2.616 1.689
C30 2.904 -2.219 2.999
C31 4.195 -2.227 3.502
C32 5.252 -2.632 2.700
C33 5.005 -3.032 1.398
C34 3.708 -3.021 0.903
C35 -0.453 -3.227 2.247
C36 -1.103 -4.444 2.070
C37 -1.947 -4.963 3.045
C38 -2.161 -4.268 4.223
C39 -1.545 -3.038 4.412
C40 -0.712 -2.527 3.428
H49 1.629 -5.367 0.297
H50 1.504 -6.766 -1.710
H51 0.597 -5.853 -3.814
H52 -0.176 -3.505 -3.902
H53 -0.030 -2.087 -1.884
H54 2.102 -1.908 3.654
H55 4.377 -1.925 4.525
H56 6.258 -2.645 3.094
H57 5.819 -3.362 0.767
H58 3.537 -3.348 -0.117
H59 -0.931 -5.022 1.167
H60 -2.428 -5.919 2.889
H61 -2.808 -4.680 4.986
H62 -1.708 -2.482 5.325
H63 -0.248 -1.565 3.596

Computed properties:
ΔE to the lowest compared entry with this formula, charge and spin	0.00	kJ/mol
frontier orbital gap	6.9	eV
charge	+1
max |F|	0.03297	Eh/bohr

=====

> Among the records above, which one has the lowest max |F|?

C40H63ClGeN10V